{
  "formula": "C13H26FN7O16",
  "method": "the ωB97M-V functional and the def2-TZVPD basis",
  "elements": ["C", "C", "C", "C", "O", "C", "O", "C", "F", "H", "H", "H", "H", "H", "C", "N", "O", "O", "H", "H", "H", "C", "N", "O", "O", "H", "H", "H", "C", "N", "O", "O", "H", "H", "H", "C", "N", "O", "O", "H", "H", "H", "C", "N", "O", "O", "H", "H", "H", "C", "N", "O", "O", "H", "H", "H", "C", "N", "O", "O", "H", "H", "H"],
  "coordinates": [[-0.50, 1.31, 0.58], [-0.16, 1.55, -0.57], [-0.05, 2.16, -2.02], [-1.20, 3.24, -2.20], [-0.73, 4.33, -1.32], [0.64, 4.18, -0.93], [1.17, 4.66, 0.04], [1.18, 3.20, -2.07], [2.47, 2.65, -1.93], [-0.93, 1.25, 1.63], [0.03, 1.40, -2.84], [-1.43, 3.65, -3.23], [-2.08, 2.84, -1.63], [1.22, 3.87, -2.98], [0.45, -3.16, -1.30], [0.31, -1.82, -1.93], [-0.81, -1.45, -2.23], [1.35, -1.19, -2.09], [-0.54, -3.61, -1.22], [1.09, -3.76, -1.95], [0.89, -3.02, -0.32], [3.12, -1.80, 2.86], [1.69, -1.90, 2.47], [1.43, -2.38, 1.38], [0.87, -1.49, 3.28], [3.72, -2.19, 2.05], [3.34, -0.74, 3.02], [3.26, -2.38, 3.77], [-2.26, -0.48, 4.64], [-2.43, 0.47, 3.52], [-3.26, 0.21, 2.67], [-1.70, 1.46, 3.52], [-2.97, -1.30, 4.51], [-1.24, -0.85, 4.62], [-2.47, 0.06, 5.56], [1.63, -4.34, 6.53], [2.56, -3.20, 6.34], [2.37, -2.20, 7.01], [3.46, -3.34, 5.52], [0.89, -4.07, 7.28], [1.15, -4.53, 5.57], [2.21, -5.19, 6.85], [7.35, -3.35, 2.54], [5.92, -2.97, 2.67], [5.10, -3.88, 2.71], [5.66, -1.78, 2.71], [7.42, -4.43, 2.51], [7.72, -2.91, 1.62], [7.87, -2.95, 3.41], [-4.55, 5.03, -3.28], [-4.89, 4.01, -4.30], [-4.24, 4.00, -5.33], [-5.81, 3.25, -4.04], [-3.73, 5.64, -3.65], [-5.44, 5.65, -3.13], [-4.27, 4.51, -2.37], [-4.39, 1.61, -7.34], [-4.74, 0.58, -8.36], [-4.08, 0.57, -9.39], [-5.65, -0.18, -8.10], [-3.57, 2.20, -7.71], [-5.28, 2.22, -7.19], [-4.11, 1.08, -6.43]],
  "homo_energy_ev": -9.870,
  "fmax_ha_per_bohr": 0.044,
  "lumo_ev": -0.29,
  "total_energy_ha": -2197.15030,
  "smiles": "C#C[C@H]1COC(=O)[C@H]1F.C[N+](=O)[O-].C[N+](=O)[O-].C[N+](=O)[O-].C[N+](=O)[O-].C[N+](=O)[O-].C[N+](=O)[O-].C[N+](=O)[O-]",
  "orbital_gap_ev": 9.58,
  "total_charge": 0
}

***

{
  "formula": "C13H26GeN2O3SV",
  "method": "the ωB97M-V functional and the def2-TZVPD basis",
  "elements": ["V", "N", "C", "C", "C", "N", "H", "H", "H", "H", "C", "Ge", "C", "C", "C", "H", "H", "H", "H", "H", "H", "H", "H", "H", "H", "H", "O", "S", "C", "C", "C", "C", "H", "H", "H", "H", "H", "H", "H", "H", "C", "C", "O", "O", "H", "H", "H"],
  "coordinates": [[0.61, -0.12, -0.40], [-1.15, 1.79, -2.23], [-1.34, 2.83, -3.05], [-0.32, 3.72, -2.82], [0.45, 3.11, -1.81], [-0.06, 1.94, -1.46], [-1.73, 0.98, -2.09], [-2.18, 2.87, -3.74], [-0.16, 4.67, -3.29], [1.35, 3.47, -1.34], [1.58, 1.69, 2.30], [1.12, -0.16, 2.75], [2.23, -0.69, 4.26], [-0.72, -0.14, 3.44], [1.45, -1.25, 1.17], [1.47, 2.35, 3.17], [0.93, 2.09, 1.51], [2.61, 1.74, 1.95], [2.02, -0.07, 5.14], [3.29, -0.59, 4.01], [2.04, -1.74, 4.52], [-0.71, 0.38, 4.39], [-1.09, -1.15, 3.61], [-1.40, 0.39, 2.76], [1.11, -2.28, 1.33], [2.54, -1.28, 1.06], [-1.34, 0.02, 0.05], [-1.43, -1.50, 0.41], [-1.31, -2.45, -1.14], [-2.62, -3.19, -1.36], [-3.71, -2.23, -0.89], [-3.25, -1.77, 0.49], [-0.43, -3.07, -1.07], [-1.14, -1.69, -1.91], [-2.65, -4.09, -0.75], [-2.74, -3.48, -2.40], [-4.69, -2.71, -0.84], [-3.79, -1.37, -1.57], [-3.41, -2.53, 1.25], [-3.66, -0.82, 0.84], [3.75, 1.20, -2.19], [2.45, 0.55, -2.55], [1.91, 0.72, -3.62], [1.95, -0.24, -1.59], [4.25, 1.55, -3.09], [4.39, 0.51, -1.63], [3.55, 2.06, -1.54]],
  "homo_energy_ev": [-6.741, -7.856],
  "fmax_ha_per_bohr": 0.056,
  "lumo_ev": [0.20, 0.18],
  "total_energy_ha": -4265.24009,
  "orbital_gap_ev": [6.94, 8.04],
  "total_charge": 0,
  "multiplicity": 4
}

***

{
  "formula": "C13H26INO8P",
  "method": "the ωB97M-V functional and the def2-TZVPD basis",
  "elements": ["C", "C", "O", "C", "N", "C", "C", "C", "O", "I", "C", "O", "O", "H", "H", "H", "H", "H", "H", "H", "H", "H", "H", "H", "O", "P", "O", "C", "C", "O", "C", "C", "O", "C", "C", "H", "H", "H", "H", "H", "H", "H", "H", "H", "H", "H", "H", "H", "H", "H"],
  "coordinates": [[-5.06, 3.33, 0.05], [-4.74, 2.59, -1.28], [-5.86, 1.90, -1.82], [-3.47, 1.71, -1.22], [-3.71, 0.32, -0.83], [-4.08, 0.18, 0.58], [-3.57, -1.14, 1.22], [-3.01, -0.86, 2.62], [-3.46, -0.08, 3.38], [-1.26, -2.00, 3.38], [-5.65, 0.19, 0.79], [-6.13, 0.84, 1.74], [-6.30, -0.45, -0.05], [-4.64, 2.84, 0.93], [-6.13, 3.45, 0.22], [-4.58, 4.33, 0.01], [-4.52, 3.39, -2.01], [-6.60, 2.01, -1.22], [-3.07, 1.69, -2.24], [-2.71, 2.23, -0.60], [-2.82, -0.16, -0.99], [-3.64, 1.03, 1.14], [-4.43, -1.81, 1.38], [-2.86, -1.70, 0.59], [4.93, 0.80, -0.57], [3.80, -0.10, -0.15], [4.38, -1.56, -0.67], [5.73, -1.95, -0.45], [5.94, -2.59, 0.91], [2.73, 0.24, -1.35], [2.88, 1.42, -2.15], [3.69, 1.13, -3.40], [2.55, -0.70, 0.70], [2.38, -2.03, 1.20], [2.90, -2.14, 2.62], [6.41, -1.11, -0.58], [5.96, -2.68, -1.23], [5.79, -1.85, 1.71], [6.95, -2.98, 1.00], [5.24, -3.41, 1.07], [3.33, 2.22, -1.57], [1.88, 1.75, -2.43], [4.60, 0.56, -3.19], [3.98, 2.06, -3.89], [3.11, 0.53, -4.10], [2.80, -2.78, 0.54], [1.30, -2.21, 1.21], [3.85, -1.63, 2.75], [3.00, -3.19, 2.91], [2.20, -1.66, 3.32]],
  "homo_energy_ev": -4.444,
  "fmax_ha_per_bohr": 0.141,
  "lumo_ev": 1.46,
  "total_energy_ha": -1806.73595,
  "orbital_gap_ev": 5.90,
  "total_charge": -1
}

***

{
  "formula": "C13H26IrO5Sb",
  "method": "the ωB97M-V functional and the def2-TZVPD basis",
  "elements": ["Ir", "O", "C", "O", "C", "O", "C", "C", "O", "O", "H", "H", "H", "H", "H", "C", "C", "C", "Sb", "C", "C", "C", "C", "C", "C", "H", "H", "H", "H", "H", "H", "H", "H", "H", "H", "H", "H", "H", "H", "H", "H", "H", "H", "H", "H", "H"],
  "coordinates": [[-0.39, -1.37, -1.32], [-2.48, -2.22, 2.08], [-1.64, -2.59, 1.17], [-1.72, -2.20, -0.01], [-0.65, -3.62, 1.65], [0.17, -4.08, 0.63], [1.56, -3.78, 0.80], [1.71, -2.33, 0.38], [2.04, -1.41, 1.07], [1.33, -2.17, -0.91], [-3.21, -1.67, 1.72], [-0.12, -3.22, 2.53], [-1.29, -4.43, 2.03], [1.88, -3.93, 1.82], [2.11, -4.43, 0.12], [-2.76, 1.68, 0.45], [-1.82, 2.00, -0.71], [-2.43, 1.60, -2.06], [0.03, 0.96, -0.43], [1.10, 1.42, 1.41], [0.41, 0.90, 2.67], [1.23, 2.94, 1.34], [1.24, 1.18, -2.16], [2.73, 1.03, -1.88], [0.67, 0.06, -3.01], [-3.64, 2.32, 0.41], [-2.32, 1.82, 1.43], [-3.12, 0.65, 0.36], [-1.58, 3.06, -0.73], [-2.61, 0.52, -2.11], [-1.83, 1.91, -2.91], [-3.41, 2.07, -2.17], [2.04, 0.91, 1.25], [-0.54, 1.38, 2.85], [1.06, 1.12, 3.52], [0.28, -0.18, 2.64], [0.26, 3.44, 1.47], [1.69, 3.29, 0.42], [1.87, 3.26, 2.16], [1.04, 2.14, -2.65], [2.95, 0.07, -1.41], [3.10, 1.82, -1.24], [3.28, 1.08, -2.82], [0.73, -1.03, -2.60], [1.36, -0.22, -3.82], [-0.31, 0.24, -3.46]],
  "homo_energy_ev": -16.500,
  "fmax_ha_per_bohr": 0.017,
  "lumo_ev": -8.50,
  "total_energy_ha": -1231.01739,
  "orbital_gap_ev": 8.00,
  "total_charge": 2
}

***

{
  "formula": "C13H26OP2STl",
  "method": "the ωB97M-V functional and the def2-TZVPD basis",
  "elements": ["Tl", "H", "H", "P", "P", "C", "H", "H", "H", "C", "H", "H", "H", "C", "H", "H", "H", "C", "H", "H", "H", "C", "H", "H", "H", "C", "H", "H", "H", "C", "O", "H", "S", "C", "C", "C", "C", "C", "C", "H", "H", "H", "H", "H"],
  "coordinates": [[-0.78, -0.78, -0.61], [0.37, -0.03, -1.02], [0.64, -0.71, -0.51], [-1.69, 0.72, -2.18], [-0.34, -2.80, 0.52], [-0.68, -2.84, 2.34], [-0.50, -3.84, 2.77], [-0.04, -2.09, 2.84], [-1.74, -2.55, 2.50], [-1.35, -4.21, -0.10], [-1.15, -4.34, -1.18], [-1.12, -5.15, 0.44], [-2.42, -3.96, 0.02], [1.37, -3.48, 0.43], [2.07, -2.77, 0.91], [1.45, -4.46, 0.93], [1.65, -3.58, -0.63], [-3.07, -0.02, -3.17], [-3.45, 0.70, -3.92], [-2.69, -0.92, -3.67], [-3.87, -0.32, -2.48], [-2.46, 2.27, -1.53], [-1.68, 2.86, -1.01], [-2.90, 2.88, -2.34], [-3.24, 2.00, -0.81], [-0.56, 1.35, -3.50], [-0.11, 0.49, -4.01], [-1.10, 1.98, -4.23], [0.24, 1.94, -3.03], [-1.15, 0.27, 0.95], [-1.41, 0.91, 1.91], [-0.53, -1.75, -2.01], [0.67, 0.81, 0.72], [1.83, 1.90, 1.47], [1.36, 3.01, 2.17], [2.26, 3.84, 2.84], [3.63, 3.55, 2.80], [4.09, 2.44, 2.09], [3.19, 1.61, 1.43], [0.29, 3.22, 2.22], [1.89, 4.70, 3.39], [4.33, 4.19, 3.32], [5.15, 2.21, 2.06], [3.54, 0.73, 0.89]],
  "homo_energy_ev": -10.316,
  "fmax_ha_per_bohr": 0.370,
  "lumo_ev": -2.76,
  "total_energy_ha": -1838.78813,
  "orbital_gap_ev": 7.55,
  "total_charge": 1
}